C5H11IN3 | wB97M-V/def2-TZVPD

Positions of all 20 atoms, in Å:
C: 1.50884 -1.73087 1.34662
C: 0.70565 -1.08308 -0.78499
C: -1.76044 0.78306 1.42928
C: -1.16009 2.10755 -0.79712
C: -0.82903 1.57812 0.57231
N: 0.88091 -0.44142 1.28438
N: 0.41703 -0.22444 0.09835
N: 1.63757 -2.09793 -0.15651
I: 0.73102 2.58089 1.61710
H: 2.45333 -1.67009 1.95813
H: 0.87663 -2.46186 1.82115
H: 0.49347 -1.08957 -1.92794
H: -2.48267 0.26219 0.70668
H: -2.52230 1.30977 1.92204
H: -1.26842 0.35368 2.21253
H: -2.01451 1.68245 -1.20976
H: -1.20388 3.30830 -0.81410
H: -0.36177 1.89647 -1.46284
H: 2.57280 -2.28405 -0.75363
H: 1.18536 -3.06413 -0.22827

E: -658.630151 Eh
Spin multiplicity: 1
Charge: +1
Energy relative to the best compared isomer or geometry (same formula, charge and spin): 6.275 eV
LUMO energy: -4.5 eV
HOMO-LUMO gap: 6.90 eV
HOMO level: -0.4174 Ha


C5H4INO2 | wB97M-V/def2-TZVPD

Positions of all 13 atoms, in Å:
C: 1.17896 -0.95496 1.02118
C: 1.25471 -1.28996 -0.49987
C: -0.69736 0.08394 -0.64076
C: 0.96561 0.41069 1.22702
C: -1.91532 0.84007 -0.68542
N: -0.00454 -0.69234 -1.15057
O: 1.13157 -1.93813 1.73094
O: 1.93115 -2.00349 -1.11286
I: 2.00499 1.80186 0.05184
H: 0.49374 0.71511 2.21276
H: -1.50359 1.83980 -0.83433
H: -2.28577 0.70828 0.28931
H: -2.55416 0.47913 -1.60925

E: -695.711233 Eh
Spin multiplicity: 1
Energy relative to the best compared isomer or geometry (same formula, charge and spin): 3.305 eV
LUMO energy (alpha / beta): -1.0 / -1.0 eV
HOMO-LUMO gap (alpha / beta): 7.06 / 7.06 eV
HOMO level (alpha / beta): -0.2946 / -0.2946 Ha


C4H6O2 | wB97M-V/def2-TZVPD

Positions of all 12 atoms, in Å:
O: 2.97439 1.67201 0.26182
C: 2.20888 1.37486 -0.52282
C: 0.28669 -1.46342 -0.55957
C: -0.67750 -1.52386 0.35330
C: -0.99908 1.47294 0.19666
O: -0.17621 2.02949 0.87936
H: 0.08752 -1.60760 -1.61884
H: 1.31931 -1.26332 -0.28596
H: -1.71170 -1.72424 0.08148
H: -0.47162 -1.37317 1.41046
H: -1.94686 1.08544 0.62150
H: -0.86340 1.31630 -0.88960

E: -306.417905 Eh
Spin multiplicity: 1
Energy relative to the best compared isomer or geometry (same formula, charge and spin): 2.405 eV
LUMO energy: 0.9 eV
HOMO-LUMO gap: 11.05 eV
HOMO level: -0.3730 Ha